[1]
69
Properties=species:S:1:pos:R:3:forces:R:3 method="wB97M-V/def2-TZVPD" s2=12.693 total_charge=+2 orbital_gap_ev="8.06 / 8.03" multiplicity=7 max_force_ev_per_a=2.675 e_tot_ev=-92946.5431 de_lowest_kcal_mol=0.0 homo_energy_ev="-12.98 / -12.94" mol_weight_g_mol=822.44
Tb 1.75438 -0.53438 0.23376 1.0 0.2 0.8
N 4.26108 -1.39868 -0.40694 0.3 0.2 -0.2
N 4.84098 -2.30538 0.49926 0.5 0.0 0.2
C 4.11448 -3.04338 1.36186 0.0 0.0 -0.5
N 4.76718 -3.90798 2.13606 0.1 0.2 0.0
S 2.43368 -2.97678 1.40976 -0.6 -0.4 0.4
H 4.42908 -1.72548 -1.36774 -0.1 0.1 0.5
H 4.70858 -0.47848 -0.29554 -0.1 -0.5 0.1
H 5.85338 -2.41138 0.50526 -0.3 0.2 -0.1
H 5.77468 -3.96268 2.16496 -0.1 0.0 0.0
H 4.24008 -4.47188 2.78536 0.0 0.1 -0.1
I 2.75388 1.84542 -1.51784 -0.2 1.2 0.0
C 2.06508 3.69272 -0.53884 0.5 -0.5 -0.1
C 3.06248 4.61542 -0.36684 0.0 -0.6 -0.1
C 2.74798 5.93042 -0.00244 -0.3 0.2 0.0
C 1.43818 6.30642 0.08236 0.3 0.0 0.0
C 0.39888 5.37252 -0.10134 0.2 -0.3 0.0
C -0.94272 5.81522 -0.10404 -0.2 -0.2 -0.1
C -1.96052 4.95952 -0.42204 0.1 0.4 0.1
C -1.68762 3.59282 -0.53044 0.4 -0.2 -0.1
C -0.40862 3.09002 -0.38424 -0.1 -0.3 -0.1
P -0.29662 1.30312 0.01226 -1.5 1.0 0.1
C -1.50822 0.63412 -1.19104 0.3 -0.1 0.0
C -1.12942 0.71182 -2.53284 0.0 0.0 0.1
C -1.92782 0.15732 -3.51644 0.0 0.0 -0.1
C -3.10982 -0.48228 -3.17174 0.0 -0.1 0.0
C -3.49232 -0.55388 -1.84134 -0.1 0.0 0.0
C -2.69612 -0.00328 -0.84734 0.2 0.1 0.1
C -1.11362 1.12152 1.65096 0.5 0.0 -0.1
C -0.49302 0.23102 2.53666 0.1 0.0 -0.3
C -1.05822 -0.04188 3.77006 0.1 -0.1 0.1
C -2.23922 0.58262 4.14206 0.1 0.0 -0.1
C -2.83072 1.50332 3.29316 -0.1 0.0 0.0
C -2.27212 1.78012 2.05736 0.1 -0.1 -0.1
C 0.69928 3.98752 -0.33144 -0.3 0.2 0.0
H 4.09098 4.34472 -0.54444 0.1 0.0 0.0
H 3.54458 6.64102 0.14756 0.1 0.1 0.0
H 1.17448 7.33552 0.26676 0.0 0.1 0.1
H -1.13942 6.85312 0.12346 0.0 0.1 -0.1
H -2.97422 5.31572 -0.52904 0.0 0.0 0.0
H -2.50922 2.91532 -0.71854 0.0 -0.1 0.1
H -0.20892 1.21632 -2.80704 0.0 0.0 0.0
H -1.64422 0.23372 -4.55454 0.1 0.0 -0.1
H -3.74412 -0.90588 -3.93624 0.0 0.0 -0.1
H -4.43412 -1.01088 -1.57734 -0.2 -0.1 0.0
H -2.99752 -0.06098 0.19056 0.0 0.0 0.0
H 0.46368 -0.25388 2.28006 -0.6 0.3 0.4
H -0.57652 -0.73278 4.44596 0.1 0.0 0.0
H -2.68672 0.36782 5.09916 0.0 0.0 0.1
H -3.73332 2.01142 3.59246 -0.1 0.1 0.1
H -2.73232 2.52212 1.42186 -0.1 0.0 0.0
F 2.87518 0.34192 1.53066 1.6 1.2 1.7
O 1.22678 -1.68618 -1.50314 0.3 -1.0 -2.4
C 0.19668 -2.12438 -0.97294 -1.6 -1.2 -0.7
O -0.26902 -1.68818 0.10986 -0.2 -0.2 0.6
C -0.57102 -3.29478 -1.60624 0.9 0.3 -0.3
N -1.89432 -3.33938 -0.92074 -0.3 0.5 0.3
C -2.08712 -4.70968 -0.38294 0.0 -0.7 0.4
C -0.66942 -5.11838 -0.02614 0.1 0.0 -0.1
C 0.12638 -4.61828 -1.23144 0.0 -0.2 0.1
H -0.65172 -3.15188 -2.68454 -0.2 0.1 0.2
H -2.67182 -3.00358 -1.49794 0.2 0.1 0.1
H -1.74422 -2.65878 -0.12644 -0.4 -0.3 -0.5
H -2.48912 -5.35388 -1.16714 0.0 0.2 0.0
H -2.76842 -4.70528 0.46356 -0.1 0.2 -0.1
H -0.57662 -6.19098 0.10456 0.0 -0.1 0.1
H -0.33522 -4.62748 0.88936 -0.1 0.0 0.0
H 0.05318 -5.33158 -2.05144 0.0 0.1 -0.1
H 1.18008 -4.46678 -0.99794 0.0 0.0 -0.1

=====

[2]
16
Properties=species:S:1:pos:R:3:forces:R:3 method="wB97M-V/def2-TZVPD" orbital_gap_ev=10.76 multiplicity=1 max_force_ev_per_a=0.335 smiles=C[C@H]1CCCO1 e_tot_ev=-7394.3756 de_lowest_kcal_mol=9.0 homo_energy_ev=-9.59 mol_weight_g_mol=86.13
C 2.09590 0.11453 0.28503 0.0 0.0 0.1
C 0.64217 0.52496 0.08243 0.2 -0.1 -0.3
C -0.04257 -0.42173 -0.89243 0.0 -0.1 -0.1
C -1.52917 -0.29028 -0.56011 0.0 0.0 0.0
C -1.49557 0.14294 0.92419 -0.2 0.0 0.0
O -0.13083 0.40448 1.27204 0.0 -0.1 0.0
H 2.69750 0.87301 0.79094 -0.1 -0.1 0.0
H 2.55089 -0.07302 -0.69736 -0.1 0.1 0.2
H 2.14219 -0.81911 0.85563 0.0 0.1 0.0
H 0.60078 1.56910 -0.27616 -0.1 -0.2 0.0
H 0.22631 -0.20359 -1.92931 -0.2 -0.1 0.1
H 0.29961 -1.43445 -0.64752 0.0 0.1 -0.1
H -2.05747 -1.23809 -0.70675 0.0 0.2 0.1
H -2.02497 0.45879 -1.18804 0.1 -0.1 0.2
H -1.86247 -0.64486 1.59300 0.1 0.1 -0.1
H -2.11229 1.03733 1.09441 0.2 -0.1 0.0

=====

[3]
121
Properties=species:S:1:pos:R:3:forces:R:3 method="wB97M-V/def2-TZVPD" orbital_gap_ev=7.29 multiplicity=1 max_force_ev_per_a=0.637 e_tot_ev=-172302.4959 de_lowest_kcal_mol=17.7 homo_energy_ev=-7.10 mol_weight_g_mol=1141.91
Bi -0.56476 0.48527 -0.30878 -0.3 -0.6 0.1
C -0.83272 2.86121 3.42612 0.0 0.0 0.1
C -0.45853 1.43357 3.82169 0.1 0.0 -0.1
C -1.12545 1.08299 5.15166 0.1 0.0 0.0
P -0.91224 0.27749 2.44835 -0.3 -0.1 0.3
C -0.34015 -1.43109 2.84414 -0.1 0.0 0.1
C -0.98536 -2.28602 3.93423 0.1 0.0 -0.1
C 1.17864 -1.34291 3.03436 0.1 0.0 0.0
C -2.71818 0.44036 2.32170 0.0 0.3 -0.2
C -3.64177 -0.27557 3.07611 0.0 0.0 0.0
C -4.99569 -0.21098 2.79246 -0.1 0.0 0.0
C -5.42455 0.55267 1.71765 0.0 0.0 0.0
C -4.52349 1.29730 0.97400 0.1 0.0 0.0
C -3.16124 1.30563 1.28915 0.2 0.0 0.0
N -2.18346 2.02379 0.56036 -0.3 0.2 -0.2
C -2.37914 3.35067 0.18057 0.0 -0.2 0.2
C -3.51192 4.10355 0.57988 0.1 0.0 -0.1
C -3.72091 5.40304 0.15966 0.0 -0.1 0.0
C -2.80774 6.04640 -0.66740 0.0 0.0 0.0
C -1.64439 5.37419 -0.98609 0.0 0.0 0.0
C -1.39239 4.06756 -0.55910 0.0 -0.1 0.0
P 0.28923 3.38522 -0.72706 0.0 0.2 0.1
C 1.18266 4.36615 0.61312 0.1 -0.1 -0.1
C 1.73202 5.72877 0.19689 0.0 0.0 0.1
C 2.26155 3.52960 1.30814 0.0 0.0 0.0
C 0.96968 4.10619 -2.29484 0.0 -0.2 0.0
C 0.10218 3.83973 -3.52388 0.0 0.0 0.0
C 2.38542 3.56278 -2.51155 0.0 0.0 0.0
H -0.44815 3.56557 4.16883 0.0 0.0 0.0
H -1.91975 2.97279 3.38170 0.1 0.0 0.0
H -0.43604 3.13018 2.45335 0.0 0.0 -0.1
H 0.62741 1.35371 3.92715 0.0 0.0 0.0
H -2.21043 1.15567 5.06689 0.0 0.0 0.0
H -0.80013 1.80404 5.90644 0.0 0.0 0.0
H -0.87154 0.08976 5.51184 0.0 0.0 0.0
H -0.52033 -1.92421 1.88703 0.0 0.0 -0.1
H -0.86739 -1.86631 4.93228 0.0 0.0 0.0
H -0.48671 -3.25956 3.93599 0.0 0.0 0.0
H -2.03998 -2.46961 3.74426 0.0 0.0 0.0
H 1.42664 -0.99460 4.04278 0.0 0.0 -0.1
H 1.65272 -0.67107 2.31067 0.0 -0.1 0.0
H 1.62484 -2.33155 2.89735 0.0 0.1 0.0
H -3.30746 -0.90669 3.88564 0.0 0.0 0.0
H -5.70521 -0.77981 3.38099 0.0 0.0 0.0
H -6.47373 0.56247 1.44507 0.0 0.0 0.0
H -4.86865 1.85989 0.11657 0.0 0.0 0.0
H -4.23366 3.65138 1.24079 -0.1 0.0 0.0
H -4.61386 5.92333 0.48599 0.0 0.0 0.0
H -2.98348 7.05410 -1.02201 0.0 0.0 0.0
H -0.89331 5.88997 -1.57507 0.0 -0.1 0.0
H 0.37872 4.55967 1.32125 -0.1 0.0 0.1
H 2.53032 5.64697 -0.54358 0.0 0.0 0.0
H 2.15275 6.22071 1.07809 0.0 0.0 0.0
H 0.95159 6.38198 -0.19889 0.0 0.0 0.0
H 3.12129 3.36283 0.65097 -0.1 0.0 0.1
H 1.88820 2.54778 1.61110 0.0 0.0 0.0
H 2.62419 4.04554 2.20329 0.0 0.0 -0.1
H 1.02989 5.18180 -2.13762 0.0 0.1 0.0
H 0.19092 2.79899 -3.84123 0.0 0.1 0.0
H 0.44118 4.46821 -4.35128 0.0 0.0 0.0
H -0.95337 4.05159 -3.35019 0.0 0.0 0.0
H 2.34778 2.50177 -2.77049 0.0 0.0 0.0
H 3.01813 3.66533 -1.62517 0.0 0.0 -0.1
H 2.87337 4.09476 -3.33357 0.0 0.0 0.0
C 5.68834 -4.91358 1.09716 0.0 0.0 0.0
C 5.56586 -4.10420 -0.20129 0.0 0.0 0.0
C 5.70722 -5.04986 -1.40243 0.0 0.0 0.0
C 6.71215 -3.09539 -0.24584 0.0 0.0 0.0
C 4.20304 -3.41410 -0.24686 0.0 0.0 0.0
C 4.05018 -2.04281 -0.35885 0.0 0.0 0.0
C 2.77316 -1.51006 -0.36422 0.0 0.1 0.0
Br 2.62358 0.39633 -0.48113 0.1 -0.1 0.0
C 1.57154 -2.23328 -0.25471 0.0 -0.1 0.2
O 0.40362 -1.64866 -0.14837 0.3 0.2 -0.2
C 1.73896 -3.65028 -0.20013 0.0 0.0 0.0
C 3.02919 -4.16619 -0.17750 0.0 -0.1 0.0
C 0.58376 -4.67030 -0.12772 0.0 0.0 0.0
C 0.64264 -5.39453 1.22853 0.0 0.0 0.0
C -0.82497 -4.09121 -0.28270 0.0 0.0 0.0
C 0.75560 -5.69840 -1.26031 0.0 0.0 0.0
H 6.67383 -5.38517 1.16014 -0.1 0.0 0.0
H 4.93442 -5.70215 1.15140 0.0 0.0 0.0
H 5.55998 -4.26454 1.96700 0.0 0.0 0.0
H 6.67675 -5.55666 -1.37934 0.0 0.0 0.0
H 5.63096 -4.49204 -2.33893 0.0 0.0 0.0
H 4.92627 -5.81376 -1.40217 0.0 0.0 0.0
H 7.66571 -3.62425 -0.18397 0.0 0.0 0.0
H 6.66167 -2.39467 0.59194 0.0 0.0 0.0
H 6.70734 -2.52316 -1.17757 0.0 0.0 0.0
H 4.89889 -1.37541 -0.43140 -0.1 0.0 0.0
H 3.13021 -5.24451 -0.10078 0.0 0.1 0.0
H 0.55064 -4.67517 2.04878 0.0 0.0 0.0
H 1.57912 -5.94171 1.36237 0.0 0.0 0.0
H -0.18293 -6.10885 1.30726 0.1 0.0 0.0
H -1.09470 -3.42076 0.53246 0.0 -0.1 -0.1
H -1.53504 -4.92278 -0.29072 0.0 0.0 0.0
H -0.93362 -3.54215 -1.21836 0.0 0.0 0.0
H 1.70589 -6.23214 -1.20164 -0.1 0.0 0.0
H 0.70353 -5.20361 -2.23380 0.0 0.0 0.0
H -0.04895 -6.43806 -1.21184 0.0 0.0 0.0
F -4.23175 -2.67184 0.54910 0.0 -0.1 0.0
C -4.09884 -2.43142 -0.75884 0.2 0.0 0.0
F -4.00042 -3.60926 -1.38663 -0.1 -0.1 0.0
F -5.22747 -1.83616 -1.18317 0.0 0.0 0.1
C -2.88375 -1.52883 -1.10048 -0.2 0.5 -0.1
O -2.67133 -1.32680 -2.28210 0.2 -0.1 0.3
O -2.32242 -1.01561 -0.07052 0.3 0.1 -0.2
S -0.40217 -0.37569 -5.47710 0.0 0.0 0.0
C 0.12236 -0.16867 -3.84641 0.0 -0.1 0.0
N -0.61697 0.58191 -3.10559 -0.1 0.1 0.0
C -1.71394 1.06164 -3.81702 0.0 -0.2 0.0
C -2.72185 1.87719 -3.30372 0.0 0.0 0.1
C -3.74095 2.27572 -4.14148 0.0 0.0 0.1
C -3.77434 1.86727 -5.48263 0.1 0.0 0.0
C -2.79008 1.04966 -6.00068 -0.1 0.0 0.0
C -1.76082 0.64892 -5.14948 0.0 0.0 0.0
H 1.01826 -0.66910 -3.48932 -0.1 0.1 0.0
H -2.70253 2.18172 -2.26058 0.0 0.0 -0.1
H -4.53132 2.90737 -3.75428 0.0 0.0 0.0
H -4.58540 2.19534 -6.12093 0.0 0.0 0.0
H -2.82218 0.71982 -7.03139 0.0 0.0 0.0

=====

[4]
7
Properties=species:S:1:pos:R:3:forces:R:3 method="wB97M-V/def2-TZVPD" total_charge=+1 orbital_gap_ev=11.05 multiplicity=1 max_force_ev_per_a=4.556 e_tot_ev=-6207.1061 de_lowest_kcal_mol=18.4 homo_energy_ev=-16.92 mol_weight_g_mol=59.04
C 0.35784 0.84503 -0.95655 2.0 -1.2 0.0
C -0.52571 -0.99835 1.07011 4.1 -1.3 -1.5
O 0.30666 -1.75790 1.03926 -0.8 0.3 0.2
O -0.04734 0.62823 0.16338 -1.4 -1.0 1.2
H 0.56124 1.89757 -1.03923 0.1 0.6 -1.5
H 0.76209 -0.00875 -1.62182 -1.0 1.4 0.5
H -1.41478 -0.60583 1.34485 -3.0 1.1 1.0

=====

Question: Which value of multiplicity does entry 1 give?
Answer: 7